A.
18
Properties=species:S:1:pos:R:3:mulliken_charge:R:1 method="wB97M-V/def2-TZVPD" lumo_ev=-0.67 homo_lumo_gap_ev=9.33
C 0.60899 -0.23042 2.06455 -0.5098
C -0.45878 0.82896 1.78514 -0.5189
C 0.44876 0.30519 0.70198 -0.1428
C 0.19780 1.23972 -1.58426 -1.3028
C 0.83793 0.26160 -0.57983 0.1531
N -1.72374 -1.14747 -1.06009 -0.5411
O 0.40945 -1.58097 -2.24021 -0.5405
O 0.19603 -2.47810 0.00271 -0.5421
S -0.23730 -1.56963 -0.99576 0.9714
H 1.40200 -0.08891 2.79814 0.2476
H 0.23603 -1.17494 2.15574 0.2576
H -1.49506 0.61555 1.94571 0.2371
H -0.35015 1.97358 1.64033 0.2084
H -0.77717 1.45306 -1.32168 0.4255
H 0.16834 0.66348 -2.50224 0.4279
H 0.85736 2.16869 -1.67988 0.3241
H 1.75729 -0.07821 -1.00411 0.5969
H -2.07777 -1.16118 -0.12624 0.2483

B.
18
Properties=species:S:1:pos:R:3:mulliken_charge:R:1 method="wB97M-V/def2-TZVPD" lumo_ev="-0.01 / -0.01" homo_lumo_gap_ev="8.62 / 8.62"
C -0.78999 -1.22676 -1.65226 0.5818
C 0.87830 0.36478 0.65841 0.5290
C 1.89131 -0.85709 0.70829 -1.0453
C 0.81867 1.35379 -0.49207 -1.0547
C -2.20239 -0.27991 0.05442 -0.8979
N -1.01245 -0.73556 -0.56681 -0.1437
O -0.30144 -1.49576 -2.69402 -0.4820
O -0.97219 1.52195 1.99128 -0.6108
S 0.10943 0.48617 2.12259 0.2806
H 1.66393 -1.38567 -0.39425 0.1525
H 1.84060 -1.59832 1.51720 0.3841
H 2.89791 -0.50190 0.52653 0.3351
H 1.77872 1.77530 -0.54970 0.4152
H 0.06427 2.10670 -0.33449 0.3371
H 0.83312 0.82139 -1.50201 0.2526
H -1.91706 0.76098 0.55072 0.3293
H -3.02615 -0.16560 -0.72549 0.3354
H -2.55460 -0.94447 0.78165 0.3017

C.
18
Properties=species:S:1:pos:R:3:mulliken_charge:R:1 method="wB97M-V/def2-TZVPD" smiles="O=C(O)[C@H]1CCSCN1" lumo_ev=0.65 homo_lumo_gap_ev=9.18
C -1.38583 0.53022 1.21596 0.0801
C -0.64684 0.30505 -0.04407 0.6395
C 0.83670 0.72066 0.40737 -0.6891
C 1.86727 -0.12665 -0.09035 -0.6718
C -0.10284 -1.26893 -1.77392 -0.6597
H -2.02538 1.75965 2.30458 0.3875
H -0.89789 1.00693 -0.79506 0.3026
H 0.95763 0.48931 1.56825 0.2503
H 1.14124 1.80980 0.37935 0.2727
H 1.97232 -1.14126 0.36937 0.2997
H 2.93098 0.28502 0.00146 0.3989
H -0.19793 -2.26797 -2.06686 0.4965
H -0.51279 -0.45889 -2.47030 0.2738
H -1.52380 -1.57736 -0.28005 0.2449
N -0.66583 -1.10727 -0.39071 -0.4602
O -0.99571 1.60864 2.10309 -0.4690
O -2.34809 -0.09751 1.47272 -0.5212
S 1.59682 -0.46943 -1.91081 -0.1752

Energetically preferred structure: C | next structure: +19.3 kcal/mol

A.
18
Properties=species:S:1:pos:R:3:mulliken_charge:R:1 method="wB97M-V/def2-TZVPD" lumo_ev="-0.67 / -1.24" homo_lumo_gap_ev="7.11 / 6.03"
C 1.26742 0.24281 1.56566 0.4189
C 0.68156 -0.50948 -1.24030 -0.6996
C -0.13779 -1.79866 -1.00451 -0.4861
C 0.09019 0.64903 0.76841 0.8311
C -0.89114 1.35508 1.66295 -1.6529
N -0.00251 0.52251 -0.54184 -0.1693
O 2.43131 0.01811 0.86699 -0.4745
O 1.34123 0.47027 2.76776 -0.6300
S 0.11272 -2.46044 0.65478 -0.2720
H 1.62809 -0.80426 -0.92893 0.2616
H 0.62733 -0.14409 -2.19754 0.4610
H -1.30007 -1.67189 -1.05619 0.2222
H 0.01539 -2.71293 -1.55112 0.3743
H -1.82518 1.00056 1.47888 0.4083
H -1.09541 2.31322 1.26914 0.4320
H -0.49791 1.41423 2.61011 0.3954
H 3.09632 0.33016 1.50298 0.3297
H -0.84238 0.76275 -0.98251 0.2498

B.
18
Properties=species:S:1:pos:R:3:mulliken_charge:R:1 method="wB97M-V/def2-TZVPD" smiles="C/C=C/S(N)(=O)=O.C#C" lumo_ev=0.45 homo_lumo_gap_ev=10.56
C 1.99058 -2.59009 0.01996 -0.3408
C 1.98180 1.46700 -0.47238 -1.2923
C 1.00771 -2.27456 0.58317 -0.3809
C 0.69782 0.67546 -0.42262 0.2685
C -0.23139 0.76006 0.45670 -0.6982
N -3.13384 0.86776 0.14293 -0.5902
O -1.80945 -0.54621 -1.34978 -0.6687
O -1.84320 -1.22380 1.04629 -0.6099
S -1.82047 -0.19507 0.07617 1.1394
H 2.88275 -3.15250 -0.33275 0.3549
H 2.36859 1.84658 0.48150 0.3359
H 2.07265 2.44721 -0.98513 0.3180
H 2.68703 0.82531 -0.93633 0.3217
H 0.33541 -1.75367 1.29278 0.4066
H 0.37229 0.15038 -1.30911 0.4270
H -0.04916 1.28300 1.33834 0.3949
H -3.77050 0.68680 1.03946 0.3156
H -3.73862 0.72634 -0.66917 0.2985

C.
18
Properties=species:S:1:pos:R:3:mulliken_charge:R:1 method="wB97M-V/def2-TZVPD" smiles="CS(=O)(=O)N1C=CCC1" lumo_ev=0.79 homo_lumo_gap_ev=9.67
C 1.01006 -0.02528 1.99850 -0.3270
C 0.91283 0.62587 0.82820 -0.4685
C 0.20002 -1.32237 1.98184 -0.5293
C -0.50929 -1.21745 0.61659 -0.7006
C 0.14809 0.90784 -2.57080 -0.9783
N 0.15034 -0.15620 -0.16823 -0.0362
O -0.81734 2.28033 -0.50636 -0.6169
O -1.98634 0.20968 -1.33409 -0.6612
S -0.77101 0.95705 -1.04472 1.1165
H 1.47120 0.12461 2.94870 0.3950
H 1.29064 1.55188 0.55618 0.4439
H 0.69765 -2.20394 1.99162 0.3122
H -0.56792 -1.42377 2.66734 0.3400
H -0.46675 -2.00936 0.00960 0.3803
H -1.68974 -0.91714 0.61763 0.2738
H 1.06656 1.43468 -2.49510 0.3422
H 0.21289 -0.22663 -2.80857 0.2767
H -0.35189 1.41020 -3.28833 0.4373

Energetically preferred structure: C | next structure: +3.1 kcal/mol

A.
20
Properties=species:S:1:pos:R:3:mulliken_charge:R:1 method="wB97M-V/def2-TZVPD" total_charge=-1 lumo_ev=3.79 homo_lumo_gap_ev=6.22
C -2.93026 -0.65805 -2.21147 -1.0850
C -1.48356 -0.17736 -1.80408 -0.4211
S -1.53582 0.33657 -0.06472 -0.6145
H -3.65903 0.05799 -1.88754 0.2639
H -3.22126 -1.57384 -1.69334 0.2762
H -2.94539 -0.84781 -3.33216 0.3341
H -1.25511 0.61575 -2.58227 0.2066
H -0.72252 -0.97047 -1.99715 0.1639
C 2.57367 1.32099 1.36781 -1.3267
C 1.70382 0.21657 0.75576 0.8953
C 0.74764 -0.38560 1.85200 -1.3846
O 2.48417 -0.84647 0.26662 -0.5954
H 3.16637 1.94802 0.58466 0.2827
H 3.37960 0.88976 1.88578 0.3773
H 1.89537 1.89464 2.01352 0.3077
H 1.04283 0.62836 -0.04881 -0.0289
H -0.00851 0.33506 2.19909 0.3142
H 1.31716 -0.73482 2.75089 0.3217
H 0.23060 -1.25674 1.47680 0.3875
H 1.81190 -1.49861 -0.22706 0.3250

B.
20
Properties=species:S:1:pos:R:3:mulliken_charge:R:1 method="wB97M-V/def2-TZVPD" total_charge=-1 lumo_ev=4.02 homo_lumo_gap_ev=6.83
C -1.75089 1.37845 2.95278 -1.0046
C -0.52265 0.49155 2.68220 -0.4599
S 0.28986 0.95594 1.10520 -0.6927
H -2.61225 1.07551 2.36113 0.2510
H -1.46133 2.39366 2.67962 0.2609
H -2.07044 1.33959 4.00023 0.3246
H -0.80981 -0.56078 2.63731 0.2637
H 0.18588 0.66199 3.49449 0.2402
C 1.87310 -1.21799 -1.51405 -1.0466
C 0.39553 -1.07351 -1.95520 0.2453
C 0.15524 0.31902 -2.55224 -1.0889
O -0.48094 -1.33606 -0.87523 -0.5244
H 2.02798 -2.19245 -1.04811 0.2798
H 1.99981 -0.47174 -0.72562 0.2304
H 2.54108 -1.08666 -2.36154 0.3719
H 0.19635 -1.84991 -2.70463 0.2902
H 0.69587 0.38230 -3.50294 0.3728
H 0.50255 1.08494 -1.86179 0.2317
H -0.91092 0.46051 -2.73319 0.2702
H -0.24403 -0.75436 -0.07839 0.1843

Energetically preferred structure: B | next structure: +26.3 kcal/mol

A.
23
Properties=species:S:1:pos:R:3:mulliken_charge:R:1 method="wB97M-V/def2-TZVPD" smiles="N[C@@H](Cc1ccccc1)C(=O)O" lumo_ev=0.56 homo_lumo_gap_ev=9.73
C 0.64927 -2.01667 -0.57211 0.3299
C 1.52430 -1.23839 -1.61029 0.2507
C -0.68161 -1.25293 -0.53278 -1.3428
C -0.66901 0.19215 0.02368 0.5440
C -0.56715 1.30253 -0.78701 0.0087
C -0.97820 0.54955 1.31582 0.0932
C -0.66994 2.64237 -0.42275 -0.6994
C -0.95959 1.85033 1.89775 -0.8002
C -0.72850 2.90529 1.03277 -0.2535
H 0.45364 -2.30147 1.49544 0.2273
H 1.92273 -2.48961 1.09360 0.1979
H 0.63934 -3.06981 -0.96353 0.4037
H -1.49398 -1.86964 -0.12689 0.4867
H -1.05048 -1.08062 -1.56437 0.4368
H -0.82917 1.23111 -1.87614 0.2195
H -1.29955 -0.37635 1.89154 0.2090
H -0.59407 3.26508 -1.34214 0.3243
H -1.29724 1.95776 2.92797 0.3655
H -0.55123 3.94729 1.30057 0.3623
H 2.18357 -0.47327 -0.15048 0.4128
N 1.11281 -1.91976 0.77929 -0.7184
O 1.33075 -1.21848 -2.79871 -0.5492
O 2.55333 -0.53647 -1.01123 -0.5085

B.
23
Properties=species:S:1:pos:R:3:mulliken_charge:R:1 method="wB97M-V/def2-TZVPD" smiles="CC1(C)C(=O)N[C@@H]1c1ccoc1" lumo_ev=0.77 homo_lumo_gap_ev=9.52
C 0.45550 -1.05066 1.85532 -0.4965
C 0.19859 -0.87752 3.20413 -0.4140
C 0.38729 1.14133 2.35780 -0.5554
C 0.47597 0.23194 1.26864 0.4603
C 1.00601 -0.18750 -2.06916 -0.0249
C 0.74432 0.53963 -0.14999 -0.3279
C -0.29935 0.09033 -1.32729 1.6996
C -1.18365 1.19618 -1.88374 -1.5867
C -1.06289 -1.13064 -0.99963 -1.6458
N 1.73461 -0.20802 -0.83655 -0.2792
O 1.26739 -0.41403 -3.19923 -0.5700
O 0.12435 0.43578 3.45657 -0.3047
H 0.58172 -2.04679 1.37485 0.3769
H -0.29765 -1.54668 3.83113 0.3966
H 0.28142 2.28037 2.50722 0.3242
H 0.94657 1.59594 -0.27961 0.5516
H -0.46497 1.85091 -2.24544 0.4344
H -1.69008 1.63648 -0.94799 0.3106
H -2.10687 0.94273 -2.46253 0.3475
H -2.07616 -1.06562 -0.50427 0.2786
H -0.30984 -1.70478 -0.47756 0.3452
H -1.41213 -1.66330 -1.90028 0.3980
H 2.69983 -0.04607 -0.57239 0.2816

C.
23
Properties=species:S:1:pos:R:3:mulliken_charge:R:1 method="wB97M-V/def2-TZVPD" smiles=N[C@H]1Cc2cc(O)cc(O)c2C1 lumo_ev=0.66 homo_lumo_gap_ev=8.86
C 1.82633 0.66184 0.29507 0.6289
C 0.56612 1.35522 0.74229 -0.8936
C -0.55401 0.47802 0.31996 0.1648
C -1.86211 0.54169 0.78659 -0.7431
C -2.66565 -0.56413 0.29656 0.6412
C -2.04487 -1.65061 -0.43427 -0.6368
C -0.75383 -1.62457 -0.84262 0.0651
C -0.02531 -0.48307 -0.53299 0.6192
C 1.40673 -0.26553 -0.81301 -1.2518
H 3.75398 1.26354 -0.32209 0.2718
H 2.94795 2.23067 0.81260 0.2581
H 2.32468 -0.06546 1.08396 0.2036
H 0.79975 2.52466 0.40909 0.2756
H 0.58516 1.54366 1.87717 0.2344
H -2.35830 1.36643 1.27895 0.3587
H -4.10963 -0.03633 1.34962 0.3004
H -2.65459 -2.55464 -0.52887 0.3795
H 0.64406 -2.14244 -2.02431 0.3832
H 1.53665 0.15733 -1.80231 0.3713
H 2.02406 -1.21658 -0.81922 0.4295
N 2.84174 1.74019 -0.09401 -0.8594
O -4.01168 -0.63763 0.57178 -0.5389
O -0.21724 -2.62229 -1.60991 -0.6614

Energetically preferred structure: A | next structure: +5.4 kcal/mol

A.
21
Properties=species:S:1:pos:R:3:mulliken_charge:R:1 method="wB97M-V/def2-TZVPD" smiles="[H]/N=C(/N)NC.[H]/N=C/C=C" lumo_ev=0.55 homo_lumo_gap_ev=8.90
C -0.34678 -1.78272 -0.83764 -0.6018
N -1.07919 -0.83067 -1.64608 -0.2407
C -1.81089 0.21185 -1.12591 0.5471
N -2.00745 0.19090 0.23783 -0.4572
N -2.29621 1.18043 -1.79320 -0.7949
H -0.72948 -0.67405 -2.57770 0.2270
H -2.03841 -0.71341 0.67858 0.1876
H -2.72680 0.83256 0.53130 0.2577
H -2.04936 1.17181 -2.77736 0.1898
H -1.03724 -2.50202 -0.38596 0.2884
H 0.33722 -2.33429 -1.47834 0.3343
H 0.22563 -1.29561 -0.04050 0.1044
C 2.27909 0.07297 1.73576 0.0064
C 2.13806 1.32715 1.01112 -0.1678
C 0.97708 1.77631 0.54545 -0.6707
N 1.34048 -0.77044 1.79353 -0.5268
H 1.54544 -1.60987 2.33054 0.1759
H 3.26028 -0.07289 2.21094 0.3254
H 3.05009 1.89633 0.88573 0.3069
H 0.06825 1.21533 0.68645 0.2254
H 0.90022 2.71032 0.01547 0.2834

B.
21
Properties=species:S:1:pos:R:3:mulliken_charge:R:1 method="wB97M-V/def2-TZVPD" lumo_ev=0.75 homo_lumo_gap_ev=8.82
C 1.98466 -0.51921 0.73899 -0.7642
N -0.31857 2.00814 1.76001 -0.2960
C 0.17425 0.77650 1.48814 -0.0569
N 1.12780 0.63162 0.60140 -0.4651
H 0.09330 2.77346 1.23905 0.2756
H -0.98013 2.09889 2.51492 0.2194
H -0.17861 -0.03395 2.13227 0.4005
H 3.03134 -0.23617 0.62327 0.3122
H 1.84528 -1.28799 -0.02455 0.1408
H 1.86397 -1.04409 1.69362 0.3132
C -0.47879 -2.04306 -1.18585 -1.1340
C -1.17599 -0.73536 -1.00012 0.7539
C -0.24325 0.66092 -1.06144 0.1337
N -2.42263 -0.66947 -1.16425 -0.7286
N -0.94372 1.72532 -1.19402 -0.7757
H -2.77080 0.27550 -0.96718 0.2966
H -0.51363 2.55620 -0.79588 0.2133
H 0.63340 0.39626 -1.65879 0.3146
H -0.62909 -2.55410 -2.13589 0.3422
H 0.61280 -2.00916 -1.19967 0.2313
H -0.71159 -2.77024 -0.40403 0.2733

Energetically preferred structure: A | next structure: +55.9 kcal/mol

A.
18
Properties=species:S:1:pos:R:3:mulliken_charge:R:1 method="wB97M-V/def2-TZVPD" total_charge=+1 lumo_ev="-4.63 / -4.63" homo_lumo_gap_ev="8.65 / 8.65"
C 0.57636 1.00117 -0.06759 -0.4282
C -1.81828 0.28195 0.47908 0.3244
C -3.22995 -0.08276 0.08379 -1.0926
C 2.81321 0.74369 0.13418 -0.9191
C 1.27078 -1.23899 -0.14991 -0.7914
N -0.71618 0.49661 -0.21123 0.0780
N 1.52912 0.13587 -0.05413 0.1983
H -1.82289 0.82288 1.50768 0.3045
H -3.19463 -0.68427 -0.90362 0.3128
H -3.81099 0.88768 -0.15498 0.3047
H -3.74215 -0.58106 0.80002 0.3683
H 3.50041 0.70552 -0.75884 0.3320
H 2.60431 1.85415 0.23818 0.3311
H 3.26833 0.27814 0.94413 0.4223
H 0.60903 -1.65423 0.64362 0.2908
H 0.67473 -1.40565 -1.10866 0.2712
H 2.26650 -1.78591 -0.25459 0.3729
H -0.77771 0.22518 -1.16711 0.3201

B.
18
Properties=species:S:1:pos:R:3:mulliken_charge:R:1 method="wB97M-V/def2-TZVPD" total_charge=+1 smiles="C=C[C@H]1[C@H](N)[N@@H+]1C" lumo_ev=-2.90 homo_lumo_gap_ev=11.42
C 1.41021 0.73449 -1.22169 -0.4738
C 0.49376 0.46025 -0.10451 -0.0199
C 1.08455 0.87382 -2.50837 -0.7421
C -0.95564 0.08199 -0.39445 0.0852
C 0.24677 -1.19965 1.88821 -0.8392
N -1.96871 0.66607 0.32715 -0.3453
N 0.10719 -0.88678 0.44286 -0.0137
H 2.41121 0.98266 -0.94577 0.3542
H 0.45497 1.10169 0.70445 0.4675
H 1.70896 1.27570 -3.25160 0.3116
H 0.05497 0.66116 -2.84742 0.1511
H -1.27067 -0.49943 -1.30516 0.3667
H 0.42663 -0.27785 2.38636 0.3208
H -0.75146 -1.46447 2.24251 0.3622
H 1.03040 -2.04630 2.16247 0.2717
H -2.78106 0.28025 0.27762 0.1734
H -1.70330 1.35820 1.00491 0.2131
H 0.43521 -1.71372 -0.09317 0.3567

Energetically preferred structure: B | next structure: +29.9 kcal/mol